Record 1
DFT (ωB97M-V/def2-TZVPD) results for a single C27H30N2O5 molecule.

CARTESIAN COORDINATES (ANGSTROEM)
C -1.821 -3.099 -1.485
C -3.206 -2.705 -1.029
O -4.079 -3.513 -0.818
N -3.406 -1.349 -0.864
C -2.473 -0.340 -1.057
C -3.000 0.870 -0.759
C -4.361 0.646 -0.355
C -5.387 1.495 0.045
C -6.609 0.941 0.368
C -6.817 -0.434 0.297
C -5.813 -1.297 -0.103
C -4.585 -0.745 -0.429
H -5.976 -2.360 -0.160
H -7.784 -0.836 0.557
H -7.421 1.582 0.681
H -5.231 2.562 0.095
C -2.305 2.199 -0.795
C -1.018 2.103 -1.549
C 0.175 2.133 -0.956
O 0.366 2.274 0.400
C -0.775 2.026 1.197
O -1.034 0.662 1.329
C -0.213 -0.045 2.238
C 1.242 -0.179 1.790
H 1.271 -0.588 0.778
C 2.058 -1.065 2.726
H 1.934 -0.719 3.757
C 3.541 -1.015 2.349
H 4.113 -1.692 2.999
O 4.072 0.288 2.408
H 3.998 0.609 3.315
H 3.676 -1.334 1.314
H 1.713 -2.098 2.675
H 1.701 0.810 1.767
H -0.256 0.442 3.225
H -0.680 -1.031 2.315
C -2.017 2.712 0.625
H -1.821 3.785 0.599
H -2.860 2.512 1.285
H -0.514 2.461 2.179
C 1.426 1.973 -1.758
O 1.401 1.892 -2.973
N 2.555 1.915 -1.026
H 2.480 1.925 -0.021
C 3.843 1.614 -1.607
C 4.259 0.191 -1.333
C 3.395 -0.850 -1.655
C 3.757 -2.162 -1.412
C 4.991 -2.449 -0.850
C 5.856 -1.417 -0.529
C 5.489 -0.103 -0.765
H 6.165 0.698 -0.506
H 6.818 -1.636 -0.088
H 5.276 -3.474 -0.663
H 3.080 -2.965 -1.667
H 2.441 -0.623 -2.107
H 4.589 2.310 -1.215
H 3.735 1.769 -2.686
H -1.050 1.973 -2.619
H -2.968 2.915 -1.296
H -1.480 -0.554 -1.394
H -1.598 -2.656 -2.453
H -1.077 -2.769 -0.763
H -1.784 -4.182 -1.570

Results
Net charge: 0
SMILES string: CC(=O)n1cc([C@@H]2C=C(C(=O)NCc3ccccc3)O[C@H](OCCCCO)C2)c2ccccc21

Record 2
DFT (ωB97M-V/def2-TZVPD) results for 3 unconnected molecules or ions with the total composition C4H8S at a distorted geometry.

CARTESIAN COORDINATES (ANGSTROEM)
C 2.411 0.165 0.071
C -0.215 0.309 0.004
C -1.418 -0.489 -0.300
C -2.731 -0.263 0.291
H 2.084 1.175 -0.726
H 3.601 -0.365 -0.939
H 3.014 0.463 1.531
H -0.430 1.051 0.744
H 0.046 0.683 -1.018
H -1.136 -1.295 -1.002
H -3.457 -0.751 -0.118
H -2.894 0.326 1.217
S 1.125 -1.008 0.245

Results
Net charge: 0

Record 3
DFT (ωB97M-V/def2-TZVPD) results for a single C5H6N2O molecule at a distorted geometry.

CARTESIAN COORDINATES (ANGSTROEM)
C -0.788 1.664 0.065
C 0.796 -0.508 -0.166
C 2.047 -0.030 -0.049
C 0.221 -1.839 -0.028
C -1.509 -0.705 -0.078
H -0.256 2.030 0.941
H -0.368 2.134 -0.847
H -1.964 1.743 0.196
H 2.867 -0.608 0.099
H 2.224 1.059 -0.013
H 0.961 -2.724 -0.023
N -0.510 0.199 -0.106
N -1.019 -2.029 0.122
O -2.703 -0.388 -0.112

Results
Net charge: 0
SMILES string: C=C1C=NC(=O)N1C

Record 4
DFT (ωB97M-V/def2-TZVPD) results for 11 unconnected molecules or ions with the total composition C5H34N2O10 at a distorted geometry.

CARTESIAN COORDINATES (ANGSTROEM)
C -0.854 0.777 -0.174
C -0.232 0.545 1.246
C -1.251 -0.287 2.179
C -1.339 0.094 3.564
N 1.107 -0.142 1.284
C 2.219 0.343 0.465
N 2.407 -0.267 -0.820
H -0.214 0.258 -0.950
H -1.872 0.385 -0.434
H -0.944 1.818 -0.604
H -0.076 1.574 1.725
H -0.985 -1.305 1.947
H -2.209 -0.269 1.697
H -0.645 -0.475 4.349
H -1.224 1.105 3.772
H -2.367 -0.045 3.846
H 0.927 -1.181 1.105
H 1.834 1.491 0.388
H 3.090 0.249 1.117
H 1.836 -1.145 -1.012
H 3.410 -0.443 -1.089
H 1.495 0.792 -2.480
H 1.172 0.963 -3.871
O 0.758 0.535 -3.159
H -0.975 3.895 2.190
H 0.446 3.609 1.609
O -0.102 3.483 2.356
H -3.400 2.942 -2.168
H -2.361 1.879 -2.652
O -2.523 2.694 -2.038
H 1.589 1.025 4.165
H 2.257 -0.039 3.404
O 2.262 0.377 4.214
H 0.358 -1.090 -2.885
H 1.037 -2.177 -3.695
O 0.457 -2.120 -3.006
H 0.074 -3.442 1.214
H -0.890 -3.954 2.446
O -0.339 -3.320 2.109
H 0.032 3.934 -1.398
H 0.833 2.787 -0.733
O 0.678 3.775 -0.769
H -2.201 -0.691 -2.718
H -0.920 0.203 -2.969
O -1.917 0.209 -2.952
H -1.479 -2.836 -3.176
H -2.228 -2.957 -1.800
O -2.201 -2.435 -2.578
H 1.382 -3.694 -1.414
H 2.448 -3.989 -0.349
O 1.639 -3.436 -0.499

Results
Net charge: 0
SMILES string: CC[C@H](C)NCN.O.O.O.O.O.O.O.O.O.O

| no. | HOMO-LUMO gap (eV) | HOMO level (eV) |
| --- | --- | --- |
| 1 | 8.619 | -8.102 |
| 2 | 9.052 | -8.701 |
| 3 | 8.802 | -9.387 |
| 4 | 8.323 | -8.544 |